[1]
The molecule C25H26N2O4S, computed with wB97M-V/def2-TZVPD.

CARTESIAN COORDINATES (ANGSTROEM)
1 C 4.18 -4.34 1.51
2 H 3.71 -5.21 1.99
3 O 3.44 -3.17 1.74
4 C 2.17 -3.11 1.26
5 C 1.52 -4.13 0.57
6 C 0.22 -3.96 0.12
7 C -0.46 -2.78 0.35
8 C 0.18 -1.76 1.05
9 C 1.48 -1.90 1.50
10 O 2.17 -0.95 2.19
11 C 1.52 0.25 2.51
12 H 0.66 0.08 3.15
13 H 1.20 0.80 1.61
14 H 2.26 0.85 3.04
15 H -0.35 -0.84 1.23
16 C -1.86 -2.56 -0.18
17 N -1.88 -1.47 -1.14
18 C -1.36 -1.72 -2.37
19 S -1.03 -3.23 -2.93
20 N -1.15 -0.64 -3.20
21 C -0.45 0.52 -2.85
22 C -0.54 1.64 -3.66
23 C 0.14 2.80 -3.33
24 C 0.94 2.86 -2.20
25 C 1.06 1.72 -1.42
26 C 0.38 0.56 -1.73
27 H 0.50 -0.32 -1.12
28 H 1.70 1.74 -0.55
29 C 1.67 4.11 -1.83
30 H 1.45 4.92 -2.53
31 H 1.38 4.44 -0.83
32 H 2.75 3.94 -1.82
33 H 0.05 3.67 -3.97
34 H -1.16 1.60 -4.55
35 H -1.05 -0.92 -4.17
36 C -2.82 -0.38 -0.93
37 C -2.38 0.67 0.06
38 C -1.96 1.93 -0.38
39 C -1.50 2.87 0.51
40 C -1.45 2.59 1.87
41 C -1.93 1.36 2.33
42 C -2.39 0.42 1.43
43 H -2.77 -0.52 1.80
44 H -1.94 1.16 3.39
45 C -0.90 3.61 2.79
46 O -0.45 4.67 2.44
47 O -0.92 3.23 4.08
48 H -0.55 3.94 4.63
49 H -1.16 3.84 0.16
50 H -2.00 2.16 -1.44
51 H -3.00 0.10 -1.90
52 H -3.77 -0.82 -0.58
53 H -2.54 -2.31 0.64
54 H -2.21 -3.48 -0.66
55 H -0.26 -4.76 -0.43
56 H 2.02 -5.06 0.37
57 H 5.15 -4.17 1.97
58 H 4.31 -4.54 0.44

Energy relative to the best compared isomer or geometry (same formula, charge and spin): 25.7 kcal per mole
Total energy: -48352.8931 eV
SMILES: COc1ccc(CN(Cc2ccc(C(=O)O)cc2)C(=S)Nc2ccc(C)cc2)cc1OC

[2]
The molecule C25H26N2O6, computed with wB97M-V/def2-TZVPD.

CARTESIAN COORDINATES (ANGSTROEM)
1 C -1.72 -3.44 -2.01
2 C -0.55 -3.34 -1.40
3 C -0.39 -3.37 0.10
4 C -0.14 -1.98 0.62
5 C -1.17 -1.06 0.59
6 C -1.00 0.23 1.07
7 C 0.24 0.59 1.60
8 C 1.29 -0.31 1.65
9 C 1.10 -1.61 1.14
10 O 2.15 -2.50 1.21
11 C 2.94 -2.61 0.03
12 C 3.51 -1.28 -0.41
13 C 4.78 -0.89 -0.02
14 C 5.27 0.35 -0.39
15 C 4.48 1.21 -1.14
16 C 3.20 0.82 -1.53
17 C 2.72 -0.42 -1.17
18 H 1.73 -0.72 -1.47
19 H 2.60 1.50 -2.11
20 C 4.96 2.56 -1.54
21 O 4.31 3.35 -2.17
22 O 6.20 2.83 -1.12
23 H 6.46 3.72 -1.41
24 H 6.26 0.66 -0.09
25 H 5.38 -1.55 0.58
26 H 2.35 -3.05 -0.78
27 H 3.74 -3.30 0.31
28 O 2.52 -0.06 2.17
29 C 2.77 1.14 2.86
30 C 3.13 2.30 1.94
31 H 2.36 2.48 1.20
32 H 4.06 2.08 1.42
33 H 3.27 3.20 2.53
34 H 1.91 1.40 3.49
35 H 3.61 0.91 3.52
36 H 0.37 1.60 1.98
37 C -2.03 1.25 1.05
38 C -3.32 1.24 0.65
39 N -4.10 2.39 0.74
40 C -5.38 2.19 0.30
41 O -6.28 3.00 0.26
42 N -5.43 0.87 -0.10
43 C -4.23 0.22 0.08
44 O -4.05 -0.94 -0.20
45 C -6.61 0.25 -0.67
46 C -6.66 0.46 -2.18
47 H -5.79 0.02 -2.65
48 H -7.55 -0.01 -2.59
49 H -6.70 1.52 -2.41
50 H -7.48 0.71 -0.19
51 H -6.57 -0.81 -0.43
52 H -3.78 3.27 1.10
53 H -1.69 2.21 1.44
54 H -2.12 -1.37 0.18
55 H -1.31 -3.75 0.55
56 H 0.43 -4.03 0.38
57 H 0.35 -3.18 -1.97
58 H -1.80 -3.38 -3.09
59 H -2.64 -3.57 -1.47

Energy relative to the best compared isomer or geometry (same formula, charge and spin): 33.0 kcal per mole
Total energy: -41612.9279 eV
SMILES: C=CCc1cc(/C=C2/NC(=O)N(CC)C2=O)cc(OCC)c1OCc1ccc(C(=O)O)cc1